Density functional theory data (wB97M-V/def2-TZVPD) for a cluster of 2 separate species, C6H15NOSi in total in a non-equilibrium geometry.

```
! RIJCOSX wB97M-V def2-TZVPD def2/J DEFGRID3
* xyz 0 1
C 0.85 1.24 1.79
C -0.14 0.93 0.91
C 2.34 0.89 1.53
C -1.57 0.79 1.56
C -0.90 -2.90 -0.73
C -1.00 1.31 -2.02
N 1.37 -0.42 -1.47
O -1.66 -1.84 -0.27
Si -0.08 0.22 -0.84
H 0.73 1.26 2.88
H 2.37 -0.21 1.35
H 2.70 1.44 0.67
H 2.97 1.15 2.32
H -1.47 1.52 2.44
H -2.31 1.37 0.95
H -1.86 -0.23 1.74
H 0.02 -3.10 -0.12
H -0.50 -2.46 -1.71
H -1.62 -3.71 -0.91
H -2.07 1.15 -2.26
H -0.83 2.35 -1.82
H -0.48 1.06 -2.88
H 1.28 -0.91 -2.37
H 1.87 -0.89 -0.73
*
```

Results
HOMO (spin up / spin down) ... -7.8 / -7.8 eV


Density functional theory data (wB97M-V/def2-TZVPD) for an isolated molecule of C6H7NO in a non-equilibrium geometry.

```
! RIJCOSX wB97M-V def2-TZVPD def2/J DEFGRID3
* xyz 0 1
C 1.69 -1.17 1.60
C 0.59 -0.79 0.89
C -0.44 -0.01 -0.01
C -1.13 1.07 0.80
C -1.25 -0.78 -0.83
N -1.93 -1.36 -1.60
O 0.37 0.67 -0.81
C 1.59 1.27 -0.25
H 2.19 -1.47 2.52
H -0.20 1.90 1.01
H -1.55 0.61 1.56
H -1.85 1.43 -0.01
H 1.46 2.24 0.44
H 2.12 1.70 -1.18
H 2.16 0.26 0.11
*
```

Results
HOMO ... -10.1 eV
SMILES ... C#C[C@](C)(C#N)OC


Density functional theory data (wB97M-V/def2-TZVPD) for a structure of composition C34H52BCl5IrN4P2S.

```
! RIJCOSX wB97M-V def2-TZVPD def2/J DEFGRID3
* xyz 1 1
Ir -0.07 -0.16 -0.01
C 3.30 1.37 3.30
C 1.90 1.31 2.66
C 0.93 1.73 3.76
C 1.88 2.33 1.51
P 1.47 -0.36 1.84
C 3.12 -0.68 1.02
N 2.96 -0.26 -0.34
B 1.69 -0.21 -0.95
N 1.90 -0.05 -2.34
C 0.81 -0.03 -3.25
P -0.65 0.57 -2.28
C -2.03 -0.16 -3.32
C -1.83 0.03 -4.84
C -2.02 -1.69 -3.07
C -3.37 0.44 -2.91
C -0.50 2.44 -2.49
C -0.75 2.90 -3.92
C -1.50 3.17 -1.59
C 0.92 2.85 -2.09
C 3.27 0.13 -2.56
C 3.98 0.39 -3.71
C 5.37 0.54 -3.61
C 6.01 0.41 -2.39
C 5.30 0.13 -1.23
C 3.93 -0.01 -1.32
C 1.33 -1.65 3.20
C 1.36 -3.05 2.59
C -0.05 -1.48 3.85
C 2.44 -1.56 4.25
H 3.45 2.40 3.64
H 4.11 1.14 2.62
H 3.39 0.73 4.17
H 1.09 2.79 3.98
H 1.12 1.18 4.69
H -0.11 1.61 3.49
H 2.15 3.31 1.91
H 0.89 2.42 1.07
H 2.59 2.08 0.72
H 3.33 -1.75 1.10
H 3.94 -0.15 1.49
H 0.57 -1.04 -3.60
H 0.99 0.59 -4.13
H -0.88 -0.37 -5.19
H -1.92 1.06 -5.16
H -2.62 -0.54 -5.34
H -1.14 -2.05 -2.53
H -2.05 -2.23 -4.02
H -2.89 -1.99 -2.49
H -3.45 1.49 -3.19
H -3.53 0.36 -1.83
H -4.18 -0.09 -3.41
H -1.79 2.83 -4.21
H -0.14 2.37 -4.66
H -0.47 3.96 -3.98
H -2.54 2.94 -1.85
H -1.35 4.25 -1.71
H -1.36 2.93 -0.54
H 1.67 2.50 -2.80
H 1.20 2.48 -1.10
H 0.96 3.94 -2.07
H 3.48 0.47 -4.67
H 5.94 0.75 -4.50
H 7.09 0.54 -2.35
H 5.81 0.02 -0.28
H 0.69 -3.12 1.75
H 1.02 -3.76 3.35
H 2.36 -3.36 2.28
H -0.82 -1.53 3.08
H -0.16 -0.54 4.39
H -0.21 -2.30 4.56
H 3.43 -1.45 3.81
H 2.44 -2.48 4.83
H 2.28 -0.74 4.95
Cl 2.07 -2.89 -1.40
C 0.47 -3.15 -0.84
C -0.38 -2.09 -0.43
C -1.71 -2.46 -0.22
Cl -2.88 -1.22 0.08
C -2.16 -3.78 -0.24
Cl -3.80 -4.13 0.13
C -1.29 -4.80 -0.57
Cl -1.82 -6.43 -0.59
C 0.02 -4.48 -0.90
Cl 1.09 -5.73 -1.39
S -1.45 1.57 1.50
C -2.96 1.10 2.16
N -3.07 0.18 3.11
C -4.32 -0.28 3.71
C -5.47 0.05 2.77
C -5.38 1.51 2.37
N -4.07 1.74 1.78
H -2.21 -0.29 3.36
H -4.46 0.20 4.68
H -4.24 -1.35 3.87
H -6.42 -0.16 3.27
H -5.41 -0.58 1.88
H -5.53 2.17 3.23
H -6.13 1.76 1.62
H -3.94 2.45 1.07
*
```

Results
HOMO ... -9.8 eV


Density functional theory data (wB97M-V/def2-TZVPD) for a cluster of 2 separate species, C13H16F8N4O6PS2 in total in a non-equilibrium geometry.

```
! RIJCOSX wB97M-V def2-TZVPD def2/J DEFGRID3
* xyz 1 1
C 3.00 -0.43 2.19
C 2.18 0.39 1.25
C 2.89 1.37 0.35
N 0.91 0.22 1.30
N 0.19 0.90 0.28
C -0.41 2.10 0.59
S -0.38 2.92 2.14
O 0.86 3.58 2.30
O -1.59 3.64 2.27
F -0.43 1.72 3.10
C -1.01 2.52 -0.57
N -1.67 3.73 -0.70
C -2.87 3.79 -0.36
O -4.00 3.85 -0.21
N -0.78 1.58 -1.55
P -1.39 1.77 -3.21
O -0.28 2.57 -4.04
O -1.43 0.31 -3.79
S -3.07 2.65 -3.28
C -0.03 0.56 -0.97
C 0.45 -0.75 -1.60
F -0.61 -1.44 -2.04
F 1.01 -1.49 -0.64
C 1.54 -0.59 -2.73
F 2.74 -0.71 -2.11
F 1.51 0.64 -3.28
C 1.52 -1.71 -3.81
F 1.41 -2.89 -3.22
F 0.52 -1.50 -4.66
F 2.66 -1.68 -4.49
H 3.98 -0.59 1.72
H 2.51 -1.37 2.42
H 3.19 0.17 3.08
H 2.64 1.27 -0.71
H 3.96 1.20 0.43
H 2.73 2.39 0.71
H 0.48 2.82 -3.50
H -1.17 0.29 -4.72
C -1.30 -3.71 1.88
C -1.68 -3.04 3.19
C -2.89 -2.14 3.01
O -0.58 -2.29 3.69
H -1.03 -2.96 1.13
H -0.43 -4.35 2.02
H -2.11 -4.32 1.49
H -1.90 -3.80 3.94
H -2.67 -1.34 2.30
H -3.16 -1.66 3.96
H -3.76 -2.70 2.65
H -0.38 -1.61 3.04
*
```

Results
HOMO ... -12.4 eV


Density functional theory data (wB97M-V/def2-TZVPD) for a structure of composition C6H13NO in a non-equilibrium geometry.

```
! RIJCOSX wB97M-V def2-TZVPD def2/J DEFGRID3
* xyz 0 1
C -0.29 0.83 -0.96
C 0.88 0.71 -1.68
C 2.25 0.71 -1.05
O 2.75 1.12 0.09
C -1.00 -0.41 -0.55
N -1.80 -0.73 0.58
C -2.94 0.05 0.68
C 1.55 -1.11 1.92
H -0.42 1.80 -0.44
H -1.66 0.52 -1.15
H 0.78 0.69 -2.77
H 1.65 -0.40 -1.12
H 2.96 0.54 -1.87
H -0.99 -1.22 -1.36
H 2.30 -0.50 2.37
H -3.88 -0.22 0.09
H -2.73 1.14 0.28
H -3.26 0.33 1.70
H 1.54 -0.85 0.88
H 1.72 -2.22 1.99
H 0.58 -0.79 2.38
*
```

Results
HOMO ... -7.8 eV


Density functional theory data (wB97M-V/def2-TZVPD) for a cluster of 2 separate species, C2H6O3 in total in a non-equilibrium geometry.

```
! RIJCOSX wB97M-V def2-TZVPD def2/J DEFGRID3
* xyz 0 1
O 2.17 -1.00 2.72
C 1.64 -0.25 1.95
O 1.77 -0.16 0.55
H 0.98 0.55 2.37
H 0.82 0.11 0.42
C -1.25 0.26 -1.68
O -0.80 0.03 -0.24
H -2.11 0.71 -2.05
H -0.45 0.83 -2.12
H -1.19 -0.77 -2.15
H -1.58 -0.31 0.23
*
```

Results
HOMO ... -10.4 eV
SMILES ... O=CO.CO


Density functional theory data (wB97M-V/def2-TZVPD) for a cluster of 2 separate species, H4O2 in total in a non-equilibrium geometry.

```
! RIJCOSX wB97M-V def2-TZVPD def2/J DEFGRID3
* xyz 0 1
O 1.70 -0.21 -0.27
H 0.78 -0.36 0.08
H 2.07 0.62 0.03
O -1.60 -0.14 -0.32
H -1.36 0.76 0.02
H -1.60 -0.67 0.46
*
```

Results
HOMO ... -11.4 eV
SMILES ... O.O


Density functional theory data (wB97M-V/def2-TZVPD) for a structure of composition C17H13N4O3S2Tl.

```
! RIJCOSX wB97M-V def2-TZVPD def2/J DEFGRID3
* xyz 0 1
Tl 0.00 -1.24 0.48
C -2.67 -0.92 -4.54
C -3.10 0.11 -3.71
C -2.34 0.48 -2.61
C -1.13 -0.17 -2.35
C -0.71 -1.20 -3.17
C -1.48 -1.57 -4.26
N -0.36 0.17 -1.21
C 0.16 1.39 -1.06
C 0.20 2.37 -2.10
C 0.76 3.59 -1.89
C 1.32 3.97 -0.64
C 1.30 3.07 0.38
C 0.74 1.79 0.19
N 0.62 0.88 1.18
N 0.87 1.11 2.39
C 0.49 0.04 3.24
C 0.99 0.04 4.53
C 0.62 -0.99 5.37
C -0.24 -1.98 4.91
C -0.69 -1.90 3.61
N -0.35 -0.89 2.80
H -3.27 -1.21 -5.39
H -4.03 0.63 -3.91
H -2.67 1.28 -1.96
H 0.22 -1.71 -2.95
H -1.15 -2.38 -4.90
H -0.21 2.12 -3.07
H 0.79 4.30 -2.71
H 1.77 4.94 -0.52
H 1.72 3.30 1.35
H 1.67 0.82 4.83
H 1.01 -1.04 6.38
H -0.55 -2.80 5.53
H -1.34 -2.65 3.19
O 2.54 -1.44 -0.15
S 2.45 -2.70 0.60
O 2.13 -2.45 2.00
O 3.42 -3.70 0.30
S 0.52 -3.47 -0.15
*
```

Results
HOMO ... -7.9 eV


Density functional theory data (wB97M-V/def2-TZVPD) for a structure of composition C42H58ClN10S in a non-equilibrium geometry.

```
! RIJCOSX wB97M-V def2-TZVPD def2/J DEFGRID3
* xyz -1 1
C -6.40 -7.17 0.93
C -5.67 -8.03 -0.10
C -4.12 -8.10 -0.16
Cl -3.64 -8.46 2.06
N -3.39 -7.20 -0.74
C -3.78 -5.82 -0.61
C -3.64 -5.24 0.81
C -2.22 -5.14 1.40
S -0.79 -5.43 0.31
H -6.33 -6.10 0.69
H -7.46 -7.43 0.93
H -6.02 -7.34 1.94
H -5.96 -7.72 -1.12
H -6.01 -9.06 0.03
H -3.82 -9.10 -0.48
H -3.16 -5.21 -1.28
H -4.82 -5.62 -0.93
H -4.23 -5.85 1.50
H -4.08 -4.23 0.82
H -2.08 -5.88 2.19
H -2.07 -4.16 1.85
H -0.94 -4.35 -0.47
N 2.72 -4.77 -2.02
C 3.80 -4.12 -2.55
C 4.38 -3.40 -1.54
C 3.63 -3.63 -0.36
C 2.60 -4.48 -0.69
H 2.09 -5.38 -2.52
H 4.05 -4.22 -3.59
H 5.26 -2.79 -1.64
H 3.81 -3.22 0.62
H 1.80 -4.91 -0.11
N -8.99 -4.36 -0.18
C -10.24 -3.90 0.14
C -10.10 -2.82 0.96
C -8.70 -2.62 1.15
C -8.05 -3.58 0.43
H -8.79 -5.15 -0.76
H -11.13 -4.39 -0.24
H -10.90 -2.24 1.39
H -8.23 -1.86 1.75
H -7.00 -3.79 0.31
N 4.23 1.39 -1.93
C 4.20 0.05 -2.23
C 4.30 -0.08 -3.58
C 4.41 1.23 -4.13
C 4.36 2.12 -3.09
H 4.15 1.78 -1.01
H 4.10 -0.69 -1.45
H 4.30 -1.01 -4.12
H 4.51 1.49 -5.17
H 4.42 3.19 -3.09
N -6.33 -10.27 5.19
C -7.31 -10.20 6.14
C -7.64 -8.88 6.30
C -6.82 -8.13 5.41
C -6.02 -9.01 4.74
H -5.89 -11.11 4.86
H -7.70 -11.09 6.61
H -8.39 -8.49 6.97
H -6.81 -7.06 5.28
H -5.26 -8.88 3.98
N 2.60 4.64 -1.32
C 1.72 4.71 -0.28
C 1.46 6.04 -0.05
C 2.20 6.79 -1.00
C 2.89 5.90 -1.77
H 2.98 3.79 -1.71
H 1.37 3.83 0.22
H 0.81 6.43 0.72
H 2.22 7.86 -1.11
H 3.57 6.05 -2.60
N 6.98 0.36 -0.30
C 8.22 0.56 -0.84
C 9.06 -0.41 -0.35
C 8.29 -1.23 0.52
C 7.01 -0.73 0.53
H 6.17 0.91 -0.49
H 8.40 1.37 -1.53
H 10.10 -0.52 -0.59
H 8.63 -2.09 1.07
H 6.13 -1.06 1.05
N 2.89 8.00 -5.34
C 2.01 8.07 -4.30
C 1.76 9.40 -4.05
C 2.54 10.15 -4.98
C 3.22 9.26 -5.77
H 3.24 7.14 -5.74
H 1.64 7.18 -3.82
H 1.11 9.78 -3.29
H 2.58 11.22 -5.07
H 3.90 9.41 -6.59
N -1.20 6.54 3.37
C -0.12 5.84 3.85
C 0.10 6.25 5.13
C -0.88 7.23 5.45
C -1.67 7.38 4.34
H -1.59 6.44 2.45
H 0.39 5.12 3.23
H 0.88 5.88 5.78
H -0.99 7.75 6.38
H -2.52 8.02 4.16
N 5.13 9.19 -2.16
C 6.20 8.47 -1.70
C 6.43 8.84 -0.40
C 5.47 9.83 -0.07
C 4.68 10.02 -1.18
H 4.73 9.12 -3.08
H 6.70 7.75 -2.33
H 7.21 8.45 0.23
H 5.36 10.34 0.87
H 3.83 10.66 -1.35
*
```

Results
HOMO ... -4.3 eV


Density functional theory data (wB97M-V/def2-TZVPD) for a cluster of 7 separate species, C22H66N6O7P2S5 in total in a non-equilibrium geometry.

```
! RIJCOSX wB97M-V def2-TZVPD def2/J DEFGRID3
* xyz 0 1
O 5.35 -2.64 2.32
P 4.89 -2.22 1.03
N 4.67 -3.67 0.01
C 5.72 -4.81 0.01
C 4.04 -3.62 -1.29
N 5.86 -1.23 0.05
C 5.39 -0.70 -1.23
C 7.26 -1.53 0.11
N 3.36 -1.43 0.97
C 3.28 -0.03 1.31
C 2.09 -2.14 1.29
H 5.29 -5.77 -0.25
H 5.98 -4.97 1.06
H 6.66 -4.61 -0.50
H 3.15 -2.99 -1.29
H 3.89 -4.60 -1.74
H 4.68 -3.08 -1.99
H 5.01 0.31 -1.06
H 6.17 -0.71 -1.99
H 4.51 -1.26 -1.56
H 7.45 -2.31 -0.63
H 7.85 -0.64 -0.14
H 7.46 -2.00 1.07
H 2.45 0.49 0.82
H 3.05 -0.07 2.37
H 4.21 0.54 1.28
H 1.83 -2.90 0.56
H 1.22 -1.50 1.38
H 2.20 -2.49 2.32
O -3.01 -0.09 -1.49
P -2.37 -0.78 -0.28
N -0.77 -1.14 -0.64
C 0.06 -0.11 -1.34
C -0.37 -2.48 -1.20
N -3.12 -2.37 0.15
C -2.91 -2.98 1.43
C -3.56 -3.20 -0.90
N -2.32 0.18 1.11
C -3.14 1.39 1.17
C -1.15 0.25 2.08
H -0.09 0.87 -0.90
H -0.29 0.16 -2.34
H 1.13 -0.32 -1.34
H -0.83 -3.38 -0.81
H 0.69 -2.60 -0.97
H -0.52 -2.60 -2.27
H -3.76 -3.46 1.91
H -2.04 -3.63 1.48
H -2.71 -2.16 2.12
H -2.79 -3.96 -1.01
H -4.56 -3.61 -0.73
H -3.65 -2.74 -1.89
H -3.10 1.85 2.16
H -2.74 2.09 0.44
H -4.08 1.08 0.70
H -1.56 0.61 3.02
H -0.53 1.13 1.87
H -0.57 -0.66 2.18
C 3.29 3.55 -0.75
S 1.62 4.39 -0.69
O 0.68 3.42 0.10
C 2.04 5.55 0.70
H 3.38 3.13 0.26
H 4.11 4.15 -1.12
H 3.18 2.66 -1.37
H 2.13 5.21 1.73
H 1.51 6.50 0.82
H 3.06 5.89 0.55
C 1.94 2.34 3.16
S 3.19 3.57 3.82
O 4.06 4.12 2.70
C 4.05 2.41 4.88
H 0.92 2.66 3.41
H 2.08 1.33 3.55
H 1.94 2.28 2.07
H 4.62 1.87 4.12
H 3.41 1.88 5.58
H 4.66 3.05 5.51
C -3.26 4.74 -1.97
S -2.70 3.63 -3.30
O -2.24 4.53 -4.42
C -1.18 3.04 -2.46
H -2.67 5.65 -2.08
H -3.20 4.27 -0.99
H -4.34 4.92 -2.05
H -1.36 3.02 -1.39
H -0.22 3.53 -2.61
H -1.06 1.97 -2.65
C -7.37 1.59 2.31
S -6.11 1.44 3.72
O -5.24 0.26 3.35
C -5.17 3.00 3.29
H -8.03 0.73 2.45
H -6.72 1.55 1.44
H -8.05 2.42 2.49
H -4.45 3.19 4.09
H -5.87 3.83 3.36
H -4.73 2.95 2.30
C -5.58 -4.47 -4.25
S -5.84 -3.78 -6.05
O -7.19 -2.98 -6.00
C -4.43 -2.65 -6.03
H -6.11 -3.83 -3.55
H -4.55 -4.60 -3.92
H -6.16 -5.36 -3.99
H -3.53 -3.25 -5.95
H -4.47 -1.98 -5.17
H -4.35 -2.09 -6.97
*
```

Results
HOMO ... -8.3 eV